Entry 1:
{
  "formula": "C5H8O4",
  "method": "ωB97M-V/def2-TZVPD",
  "total_energy_ha": -496.291611,
  "fmax_ev_per_a": 1.1,
  "smiles": "C=C(C)C(=O)O.O=CO",
  "symbols": ["C", "C", "C", "C", "O", "O", "H", "H", "H", "H", "H", "H", "O", "C", "O", "H", "H"],
  "positions_angstrom": [[-0.68, -1.44, 0.44], [-0.59, -0.14, 0.69], [-1.73, 0.82, 0.60], [0.72, 0.41, 1.11], [1.80, -0.02, 0.74], [0.63, 1.45, 1.93], [-1.61, -1.89, 0.15], [0.17, -2.10, 0.52], [-1.57, 1.52, -0.22], [-2.66, 0.28, 0.43], [-1.81, 1.40, 1.53], [1.51, 1.77, 2.18], [0.42, -0.47, -3.40], [0.94, -0.28, -2.35], [1.69, -1.16, -1.71], [0.84, 0.70, -1.82], [1.94, -0.86, -0.81]]
}

Entry 2:
{
  "formula": "C5H8O4",
  "method": "ωB97M-V/def2-TZVPD",
  "total_energy_ha": -496.109986,
  "spin_multiplicity": 3,
  "fmax_ev_per_a": 9.2,
  "symbols": ["C", "C", "C", "C", "C", "O", "O", "O", "O", "H", "H", "H", "H", "H", "H", "H", "H"],
  "positions_angstrom": [[0.04, 1.33, 0.15], [-0.12, 1.70, 1.44], [0.62, 0.17, -0.46], [0.23, 1.02, 2.66], [-0.37, -0.71, -1.28], [0.34, 1.51, 3.76], [0.49, -0.30, 2.48], [0.42, -1.72, -1.91], [-1.36, -1.35, -0.56], [-0.01, 2.17, -0.62], [-0.20, 2.73, 1.81], [1.25, 0.58, -1.26], [1.40, -0.46, 0.14], [-0.96, -0.06, -2.01], [0.71, -0.77, 3.34], [-0.25, -2.41, -1.81], [-1.02, -1.73, 0.24]]
}

Entry 3:
{
  "formula": "C5H8O5",
  "method": "ωB97M-V/def2-TZVPD",
  "total_energy_ha": -571.501708,
  "fmax_ev_per_a": 2.0,
  "smiles": "O=CO[C@H]1CC(=O)CO1.O",
  "symbols": ["O", "C", "O", "C", "C", "C", "O", "C", "O", "H", "H", "H", "H", "H", "H", "O", "H", "H"],
  "positions_angstrom": [[3.08, 0.11, -1.77], [2.42, -0.30, -0.85], [1.37, 0.42, -0.35], [0.91, 0.17, 0.97], [-0.12, 1.23, 1.33], [-1.43, 0.60, 0.91], [-2.47, 1.16, 0.67], [-1.14, -0.87, 0.66], [0.22, -1.05, 1.02], [2.76, -1.11, -0.18], [1.77, 0.10, 1.65], [-0.15, 1.37, 2.42], [0.05, 2.20, 0.86], [-1.78, -1.52, 1.28], [-1.30, -1.11, -0.41], [-1.34, -0.50, -3.13], [-1.06, 0.22, -2.50], [-1.80, -1.14, -2.59]]
}

Entry 4:
{
  "formula": "C5H8OS",
  "method": "ωB97M-V/def2-TZVPD",
  "total_energy_ha": -668.616340,
  "fmax_ev_per_a": 5.6,
  "smiles": "S[C@@H]1C[C@@H]2O[C@@H]2C1",
  "symbols": ["S", "C", "C", "C", "O", "C", "C", "H", "H", "H", "H", "H", "H", "H", "H"],
  "positions_angstrom": [[-2.07, -0.56, -0.53], [-0.89, 0.51, 0.23], [-0.04, 1.20, -0.70], [1.03, 0.04, -0.90], [0.58, -1.30, -1.10], [0.98, -0.81, 0.25], [-0.17, -0.36, 1.19], [-1.28, -1.63, -0.82], [-1.41, 1.40, 0.71], [-0.49, 1.83, -1.51], [0.68, 1.92, -0.04], [1.78, 0.36, -1.50], [1.64, -1.33, 0.90], [-0.73, -1.25, 1.58], [0.41, -0.03, 2.25]]
}

Entry 5:
{
  "formula": "C5H8OS",
  "method": "ωB97M-V/def2-TZVPD",
  "total_energy_ha": -668.644459,
  "fmax_ev_per_a": 5.6,
  "smiles": "C[C@@]1(O)C[C@@H]1C=S",
  "symbols": ["C", "C", "O", "C", "C", "C", "S", "H", "H", "H", "H", "H", "H", "H", "H"],
  "positions_angstrom": [[1.94, 0.34, 0.25], [0.50, 0.41, -0.06], [0.03, 1.74, 0.09], [-0.09, -0.32, -1.10], [-0.52, -0.84, 0.27], [-1.91, -0.68, 0.66], [-3.18, 0.25, -0.07], [2.33, -0.72, 0.17], [2.10, 0.70, 1.32], [2.60, 1.01, -0.39], [-0.80, 1.83, -0.25], [0.50, -1.12, -1.79], [-0.99, 0.07, -1.55], [-0.13, -1.61, 0.88], [-2.38, -1.08, 1.56]]
}

Entry 6:
{
  "formula": "C5H8OS2",
  "method": "ωB97M-V/def2-TZVPD",
  "total_energy_ha": -1066.698156,
  "fmax_ev_per_a": 6.5,
  "symbols": ["C", "C", "C", "C", "C", "H", "H", "H", "H", "H", "H", "H", "H", "O", "S", "S"],
  "positions_angstrom": [[0.68, -0.41, 1.30], [0.09, -0.64, -0.12], [-2.33, 0.23, -0.06], [0.02, 0.61, -1.01], [1.37, -0.14, -0.95], [-0.03, -1.25, 2.15], [0.52, 0.72, 1.66], [2.07, -0.72, 1.32], [-3.23, 0.22, -0.71], [-2.67, 0.29, 0.93], [-0.51, 0.36, -1.86], [1.41, -0.54, -1.91], [2.56, 0.76, 0.35], [2.51, 0.13, -0.48], [-1.46, -1.33, -0.49], [-1.00, 1.70, -0.13]]
}

Entry 7:
{
  "formula": "C5H8OS2",
  "method": "ωB97M-V/def2-TZVPD",
  "total_energy_ha": -1066.763876,
  "fmax_ev_per_a": 4.8,
  "smiles": "C[C@@H]1[C@H](S)[C@H]1OC=S",
  "symbols": ["C", "C", "C", "S", "C", "O", "C", "S", "H", "H", "H", "H", "H", "H", "H", "H"],
  "positions_angstrom": [[0.50, 1.88, -0.23], [0.08, 0.47, 0.46], [1.24, -0.79, 0.37], [2.62, -1.08, -0.81], [-0.17, -0.71, -0.39], [-1.24, -1.63, 0.14], [-2.60, -1.26, 0.13], [-3.45, -0.25, -0.83], [1.30, 1.58, -1.10], [-0.48, 2.35, -0.73], [1.08, 2.53, 0.61], [-0.40, 0.80, 1.47], [1.08, -1.41, 1.24], [3.67, -0.38, -0.15], [-0.03, -0.49, -1.38], [-3.20, -1.59, 1.20]]
}